No. 1
This record from the OMol25 dataset describes a cluster of 4 separate species, C2H13N2O3 in total in a non-equilibrium geometry. The level of theory is ωB97M-V/def2-TZVPD.

CARTESIAN COORDINATES (ANGSTROEM)
C -1.566 -0.384 -1.607
N -0.653 -0.739 -0.480
C -0.307 0.127 0.431
N 0.750 -0.008 1.218
H -1.901 -1.209 -2.245
H -0.989 0.350 -2.168
H -2.476 0.105 -1.237
H -0.185 -1.663 -0.531
H -0.761 1.118 0.462
H 1.268 -0.876 1.085
H 0.966 0.540 2.027
H 1.847 -3.344 0.053
H 1.935 -2.827 -1.429
O 1.451 -2.762 -0.602
H 1.051 1.755 -1.281
H 1.839 2.874 -1.477
O 0.939 2.712 -1.149
H -0.829 2.107 2.714
H -1.469 0.984 3.492
O -0.908 1.141 2.724

Values from the calculation:
E_HOMO (eV): -14.39
Relative energy (zero: lowest compared OMol25 entry of this formula, charge and spin) (kcal/mol): 18.66
Net charge: +1
2S+1: 1
HOMO-LUMO gap (eV): 11.6
LUMO (eV): -2.792
Calculated total energy (hartree): -418.99868


No. 2
This record from the OMol25 dataset describes a cluster of 4 separate species, C2H13N2O4 in total in a non-equilibrium geometry. The level of theory is ωB97M-V/def2-TZVPD.

CARTESIAN COORDINATES (ANGSTROEM)
N -0.529 -0.549 -0.361
C 0.742 -0.200 0.366
C 1.900 0.179 -0.560
N 3.173 -0.306 -0.377
O 1.623 0.835 -1.600
H -0.871 -1.580 -0.332
H -1.230 0.030 0.106
H -0.559 -0.065 -1.384
H 1.096 -0.846 1.058
H 0.495 0.698 0.996
H 3.434 -0.743 0.444
H 3.943 -0.049 -1.021
H -0.858 0.882 -3.655
H 0.478 0.618 -3.066
O -0.408 0.157 -3.107
H -1.121 -2.158 2.831
H -2.492 -2.231 2.232
O -1.639 -1.834 2.008
H -3.058 1.974 1.978
H -1.657 2.768 2.005
O -2.461 2.418 1.438

Values from the calculation:
E_HOMO (eV): -14.23
Relative energy (zero: lowest compared OMol25 entry of this formula, charge and spin) (kcal/mol): 34.05
Net charge: +1
2S+1: 1
HOMO-LUMO gap (eV): 11.1
LUMO (eV): -3.081
Calculated total energy (hartree): -494.23023


No. 3
This record from the OMol25 dataset describes a cluster of 3 separate species, C2H13N6 in total in a non-equilibrium geometry. The level of theory is ωB97M-V/def2-TZVPD.

CARTESIAN COORDINATES (ANGSTROEM)
C -2.102 0.071 -0.075
C 0.068 0.244 -0.024
N -2.421 0.264 -1.463
N -2.396 -1.176 0.441
N -2.415 1.111 0.712
N 0.355 -0.022 1.260
N 1.170 0.374 -0.789
N 4.046 -0.335 -0.241
H -1.892 -0.443 -1.946
H -2.328 1.203 -1.763
H -2.304 -1.857 -0.309
H -2.132 -1.339 1.399
H -2.355 2.160 0.365
H -2.244 0.963 1.665
H 1.223 -0.467 1.638
H -0.512 -0.324 1.758
H 1.032 0.794 -1.664
H 2.168 0.113 -0.540
H 4.097 -1.089 -0.837
H 4.129 -0.558 0.731
H 4.813 0.313 -0.316

Values from the calculation:
E_HOMO (eV): -12.75
Relative energy (zero: lowest compared OMol25 entry of this formula, charge and spin) (kcal/mol): 42.42
Net charge: +1
2S+1: 1
HOMO-LUMO gap (eV): 9.8
LUMO (eV): -2.913
Calculated total energy (hartree): -412.26823


No. 4
This record from the OMol25 dataset describes a cluster of 4 separate species, C2H13NO3 in total in a non-equilibrium geometry. The level of theory is ωB97M-V/def2-TZVPD.

CARTESIAN COORDINATES (ANGSTROEM)
C -0.201 1.277 0.722
N -1.356 2.143 0.844
C -2.550 1.676 0.151
H 0.026 0.917 -0.295
H 0.700 1.826 0.997
H -0.248 0.501 1.484
H -1.146 3.008 0.378
H -3.424 2.088 0.642
H -2.625 0.573 0.197
H -2.524 1.727 -0.953
O 2.894 -0.295 -1.413
H 1.958 -0.090 -1.335
H 2.977 -1.223 -1.629
O 1.671 -2.551 1.857
H 1.124 -2.120 2.515
H 1.133 -2.209 1.147
O -0.815 -1.508 -1.734
H -1.179 -1.869 -2.557
H -1.071 -0.589 -1.746

Values from the calculation:
E_HOMO (eV): -9.42
Relative energy (zero: lowest compared OMol25 entry of this formula, charge and spin) (kcal/mol): 40.76
Structure (SMILES): CNC.O.O.O
2S+1: 1
HOMO-LUMO gap (eV): 9.8
LUMO (eV): 0.335
Calculated total energy (hartree): -364.42259


No. 5
This record from the OMol25 dataset describes a cluster of 4 separate species, C2H13NO3S in total. The level of theory is ωB97M-V/def2-TZVPD.

CARTESIAN COORDINATES (ANGSTROEM)
N -2.132 1.620 -0.687
C -0.747 1.924 -0.349
C -0.016 0.662 0.137
S 1.520 0.279 -0.752
H -2.638 1.364 0.146
H -2.581 2.378 -1.169
H -0.684 2.712 0.411
H -0.234 2.339 -1.221
H 0.167 0.708 1.198
H -0.670 -0.195 0.003
H 1.079 -0.772 -1.449
O 6.168 -3.597 1.965
H 5.266 -3.942 1.925
H 6.308 -3.160 1.107
O -5.580 2.214 2.355
H -5.850 2.707 3.137
H -5.259 1.347 2.614
O 2.297 -3.062 -3.029
H 2.165 -2.388 -3.708
H 1.420 -3.139 -2.634

Values from the calculation:
E_HOMO (eV): -9.00
Relative energy (zero: lowest compared OMol25 entry of this formula, charge and spin) (kcal/mol): 17.55
Structure (SMILES): NCCS.O.O.O
2S+1: 1
HOMO-LUMO gap (eV): 9.6
LUMO (eV): 0.553
Calculated total energy (hartree): -762.62507


No. 6
This record from the OMol25 dataset describes a cluster of 4 separate species, C2H13NO3S in total in a non-equilibrium geometry. The level of theory is ωB97M-V/def2-TZVPD.

CARTESIAN COORDINATES (ANGSTROEM)
N 1.243 0.750 0.201
C 0.457 -0.431 -0.173
C 1.076 -1.115 -1.384
S 0.000 -2.624 -1.730
H 1.042 0.977 1.168
H 2.236 0.553 0.206
H -0.520 -0.046 -0.446
H 0.409 -1.205 0.595
H 1.127 -0.545 -2.291
H 2.047 -1.558 -1.172
H 0.165 -2.480 -3.050
O -1.632 -0.017 4.249
H -2.488 0.076 4.673
H -1.748 -0.245 3.324
O 1.613 2.303 -2.331
H 1.308 2.120 -1.428
H 0.886 2.018 -2.896
O -2.612 0.305 1.141
H -2.637 0.134 0.188
H -1.972 1.028 1.156

Values from the calculation:
E_HOMO (eV): -9.43
Relative energy (zero: lowest compared OMol25 entry of this formula, charge and spin) (kcal/mol): 9.75
Structure (SMILES): NCCS.O.O.O
2S+1: 1
HOMO-LUMO gap (eV): 9.8
LUMO (eV): 0.350
Calculated total energy (hartree): -762.63751


No. 7
This record from the OMol25 dataset describes a cluster of 4 separate species, C2H13NO3S in total in a non-equilibrium geometry. The level of theory is ωB97M-V/def2-TZVPD.

CARTESIAN COORDINATES (ANGSTROEM)
N -1.067 -1.249 0.515
C -0.259 -0.088 0.063
C 0.063 0.810 1.242
S 0.783 2.391 0.645
H -1.822 -1.443 -0.126
H -0.476 -2.070 0.502
H -0.838 0.462 -0.678
H 0.638 -0.497 -0.399
H -0.791 1.042 1.862
H 0.814 0.318 1.854
H 2.081 2.217 0.961
O -0.599 -1.221 -3.056
H 0.011 -0.475 -2.952
H -1.219 -0.889 -3.715
O -1.174 -0.318 3.652
H -0.804 -0.994 3.068
H -0.896 -0.652 4.513
O 1.485 0.750 -2.650
H 2.027 1.018 -1.906
H 2.042 0.887 -3.396

Values from the calculation:
E_HOMO (eV): -9.02
Relative energy (zero: lowest compared OMol25 entry of this formula, charge and spin) (kcal/mol): 7.46
Structure (SMILES): NCCS.O.O.O
2S+1: 1
HOMO-LUMO gap (eV): 9.5
LUMO (eV): 0.507
Calculated total energy (hartree): -762.64116


No. 8
This record from the OMol25 dataset describes a cluster of 4 separate species, C2H13NO3S2 in total in a non-equilibrium geometry. The level of theory is ωB97M-V/def2-TZVPD.

CARTESIAN COORDINATES (ANGSTROEM)
N 2.151 0.081 -1.716
C 1.458 -1.102 -2.103
C -0.033 -1.053 -1.804
S -0.976 -2.567 -2.110
S -0.273 -3.854 -0.706
H 2.167 0.862 -2.336
H 2.508 0.203 -0.795
H 1.633 -1.413 -3.137
H 1.816 -1.940 -1.487
H -0.288 -0.690 -0.811
H -0.584 -0.353 -2.410
H -1.143 -3.582 0.281
O -1.713 3.542 0.579
H -1.949 3.147 -0.269
H -1.344 2.771 1.032
O -0.671 0.492 1.067
H -1.538 0.064 1.034
H -0.209 0.234 1.867
O -0.532 1.831 4.297
H -0.453 0.933 4.633
H -0.025 2.392 4.896

Values from the calculation:
E_HOMO (eV): -8.64
Relative energy (zero: lowest compared OMol25 entry of this formula, charge and spin) (kcal/mol): 11.53
Structure (SMILES): NCCSS.O.O.O
2S+1: 1
HOMO-LUMO gap (eV): 8.8
LUMO (eV): 0.140
Calculated total energy (hartree): -1160.82528


> Number 2 is which compound?

C2H13N2O4


What did the eighth record say?
This record from the OMol25 dataset describes a cluster of 4 separate species, C2H13NO3S2 in total in a non-equilibrium geometry. The level of theory is ωB97M-V/def2-TZVPD.

CARTESIAN COORDINATES (ANGSTROEM)
N 2.151 0.081 -1.716
C 1.458 -1.102 -2.103
C -0.033 -1.053 -1.804
S -0.976 -2.567 -2.110
S -0.273 -3.854 -0.706
H 2.167 0.862 -2.336
H 2.508 0.203 -0.795
H 1.633 -1.413 -3.137
H 1.816 -1.940 -1.487
H -0.288 -0.690 -0.811
H -0.584 -0.353 -2.410
H -1.143 -3.582 0.281
O -1.713 3.542 0.579
H -1.949 3.147 -0.269
H -1.344 2.771 1.032
O -0.671 0.492 1.067
H -1.538 0.064 1.034
H -0.209 0.234 1.867
O -0.532 1.831 4.297
H -0.453 0.933 4.633
H -0.025 2.392 4.896

Values from the calculation:
E_HOMO (eV): -8.64
Relative energy (zero: lowest compared OMol25 entry of this formula, charge and spin) (kcal/mol): 11.53
Structure (SMILES): NCCSS.O.O.O
2S+1: 1
HOMO-LUMO gap (eV): 8.8
LUMO (eV): 0.140
Calculated total energy (hartree): -1160.82528


> relative energy (zero: lowest compared OMol25 entry of this formula, charge and spin) of number 3 (C2H13N6)?

42.42 kcal/mol


> Look up the HOMO-LUMO gap of the fourth one.

9.8 eV